[1]
This record from OMol25 describes C32H32BrEuF6N7OSSb as an isolated structure. The level of theory is ωB97M-V with the def2-TZVPD basis set.

Summary:
2S+1   7
Relative energy (zero: lowest compared OMol25 entry of this formula, charge and spin)   9.7 kcal/mol
HOMO-LUMO gap (alpha / beta)   5.876 / 5.884 eV
Net charge   -2

Each line ends with the Mulliken spin population.
Atoms and positions in Å:
Eu -0.59669 -0.05905 1.43105  6.031
N 4.15590 1.61383 1.04714  -0.001
C 2.81121 1.10104 0.94471  -0.001
S 1.50213 2.04463 1.70433  -0.007
N 2.38794 0.60299 -0.56273  0.003
N 1.03309 0.79042 -0.61510  -0.006
C 0.62027 1.35461 -1.68684  -0.005
C 1.39818 1.40113 -2.92870  -0.001
C 2.69414 1.91151 -3.06650  0.001
C 3.39110 1.70369 -4.25327  0.000
C 2.84855 0.95032 -5.29764  0.000
C 1.56426 0.45562 -5.13421  0.000
C 0.84250 0.69266 -3.98827  0.000
C -0.78424 1.83476 -1.66276  0.002
C -1.34169 2.54389 -2.72637  -0.001
C -2.64157 3.00276 -2.60168  0.001
C -3.32666 2.81067 -1.40315  0.000
C -2.68541 2.12237 -0.38480  -0.003
N -1.45183 1.64370 -0.50786  0.006
H 4.61272 1.06054 1.78037  0.000
H 4.09082 2.54758 1.43896  0.000
H 3.17553 2.42316 -2.23161  0.000
H 4.38843 2.12524 -4.36712  0.000
H 3.43094 0.73504 -6.18259  0.000
H 1.13435 -0.16825 -5.91154  0.000
H -0.14069 0.24855 -3.88242  0.000
H -0.80145 2.71215 -3.64461  0.000
H -3.09904 3.55451 -3.40606  0.000
H -4.33705 3.19167 -1.23951  0.000
H -3.14435 1.93468 0.57333  0.000
O -2.89465 -0.49149 0.91103  -0.012
C -3.79626 -0.89421 1.75612  0.007
C -4.51204 -2.09132 1.49720  0.001
C -5.36206 -2.62535 2.42804  0.000
C -5.60119 -1.94767 3.64887  0.000
C -5.02582 -0.72592 3.88173  0.000
C -4.15448 -0.16087 2.93123  -0.001
C -3.45518 1.06187 3.22935  0.002
N -2.37019 1.55468 2.64936  -0.003
C -2.03142 2.66729 3.35991  0.000
C -2.92937 2.90346 4.34744  0.000
N -3.84438 1.87286 4.25276  0.000
H -4.28702 -2.60636 0.56198  0.000
H -5.87406 -3.56123 2.23938  0.000
H -6.22279 -2.42646 4.39436  0.000
H -5.19287 -0.23926 4.84175  0.000
H -1.13252 3.21691 3.10082  0.000
H -2.98989 3.67140 5.10821  0.000
H -4.66563 1.72855 4.80037  0.000
C 4.33407 -2.08066 1.40096  0.000
C 3.87522 -1.32877 0.16610  -0.002
C 5.04893 -0.72170 -0.58244  0.000
C 3.18952 -2.31263 -0.80614  0.001
C 2.75602 -0.32408 0.55079  0.009
H 5.00753 -2.89605 1.11811  0.000
H 3.53183 -2.49838 2.00005  0.000
H 4.85694 -1.42105 2.08836  0.000
H 5.67243 -1.53620 -0.99672  0.000
H 5.63000 -0.06221 0.04504  0.000
H 4.73196 -0.12078 -1.45290  0.000
H 3.83240 -3.18648 -1.02133  0.000
H 2.95107 -1.83852 -1.77407  0.000
H 2.23363 -2.68830 -0.40992  -0.001
H 1.91300 -0.91114 0.86584  -0.006
Br 1.05941 -3.40021 -3.93330  0.000
C -0.44490 -2.54844 -3.14309  0.000
C -1.65883 -2.49266 -3.80815  0.000
C -2.67841 -1.74397 -3.24333  0.000
C -2.44840 -1.09885 -2.04112  0.001
N -1.27217 -1.14607 -1.42450  -0.001
C -0.29621 -1.84313 -1.95245  0.001
H -1.76591 -2.97094 -4.75867  0.000
H -3.65906 -1.67481 -3.73301  0.000
H -3.18011 -0.50364 -1.54131  0.000
H 0.62673 -1.79692 -1.39828  0.000
F 0.15224 -1.87692 0.83433  -0.010
Sb 1.94418 -0.40498 4.46684  0.000
F -1.31168 -0.73942 3.25605  -0.002
F 1.62787 1.41156 5.24903  0.000
F 1.76893 -0.94274 6.30250  0.000
F 3.77629 0.20170 4.23137  0.000
F 2.80590 -2.29590 4.27094  0.000


[2]
This record from OMol25 describes C32H32BrN4O2Re as an isolated structure. The level of theory is ωB97M-V with the def2-TZVPD basis set.

Summary:
2S+1   4
Relative energy (zero: lowest compared OMol25 entry of this formula, charge and spin)   51.0 kcal/mol
HOMO-LUMO gap (alpha / beta)   5.832 / 4.960 eV
Net charge   +3

Each line ends with the Mulliken spin population.
Atoms and positions in Å:
Re 0.18742 0.59606 0.44785  1.841
C -4.45535 2.45148 2.60995  0.004
C -2.95838 2.24075 2.81392  0.010
C -2.45947 3.04301 4.02733  0.001
C -2.12851 2.55776 1.58778  0.043
C -0.72877 2.48363 1.64078  0.017
C 0.06762 2.84409 0.51217  0.042
C -0.52962 3.24392 -0.70343  0.076
C 0.29417 3.71538 -1.86033  -0.009
C -1.93090 3.31350 -0.72566  -0.006
C -2.69961 2.99260 0.37676  0.042
H -4.98678 2.17746 3.51916  0.000
H -4.86222 1.84064 1.80063  -0.002
H -4.68600 3.49858 2.40359  -0.001
H -2.79084 1.17613 3.02878  0.001
H -2.46514 4.11271 3.81231  0.000
H -1.45629 2.75750 4.34246  0.001
H -3.12354 2.87022 4.87229  0.000
H -0.23936 2.32363 2.59434  -0.018
H 1.12920 3.03543 0.66161  -0.022
H 1.26778 3.22849 -1.89684  0.001
H 0.47182 4.78953 -1.75757  0.005
H -0.22074 3.56745 -2.80878  0.002
H -2.42125 3.66826 -1.62543  0.000
H -3.77323 3.10717 0.31122  -0.006
O 0.94164 -2.19782 2.44981  0.009
C 2.24586 -2.20180 2.92055  0.022
C 2.69354 -3.29176 3.63843  -0.005
C 3.99691 -3.30624 4.11838  0.010
C 4.85154 -2.23398 3.89468  0.002
C 4.40889 -1.15231 3.15489  0.005
C 3.10852 -1.13104 2.65229  0.015
C 2.74236 -0.06735 1.66452  -0.003
O 1.45805 0.50628 1.79133  -0.031
N 2.78804 -0.66741 0.31392  0.417
N 1.66864 -0.79631 -0.37640  0.141
C 1.77996 -1.55362 -1.49266  -0.053
C 0.78961 -2.35338 -2.02938  0.174
Br -0.70986 -2.81868 -0.99127  0.043
C 0.96505 -3.10237 -3.21592  0.001
C 1.85225 -2.89501 -4.27362  0.069
C 2.57107 -1.68643 -4.51155  0.025
C 3.47645 -1.61969 -5.53408  0.003
C 3.68592 -2.73946 -6.35697  0.103
C 2.96500 -3.92070 -6.17768  -0.014
C 2.04126 -3.99397 -5.16612  0.054
H 0.52434 -1.38806 2.76034  -0.001
H 2.01063 -4.10636 3.83902  0.000
H 4.33974 -4.15688 4.69186  0.000
H 5.85469 -2.24396 4.29659  0.000
H 5.07033 -0.31416 2.96534  0.001
H 3.45955 0.75645 1.69433  0.007
H 3.55230 -1.31224 0.12903  -0.028
H 2.78354 -1.64516 -1.90056  0.000
H 0.32918 -3.97932 -3.29275  -0.005
H 2.35195 -0.80184 -3.92846  0.002
H 4.01230 -0.70297 -5.73738  0.002
H 4.40188 -2.67132 -7.16657  0.002
H 3.12725 -4.76139 -6.83759  0.001
H 1.46846 -4.89998 -5.01026  -0.001
N -6.36820 -0.81912 -2.89759  0.017
C -5.36048 -0.60566 -2.39049  -0.004
C -4.10232 -0.33932 -1.75958  0.016
C -3.93350 -0.57021 -0.39458  -0.021
C -2.70892 -0.29949 0.17348  0.029
N -1.67380 0.18299 -0.53924  -0.038
C -1.83598 0.39066 -1.85994  0.041
C -3.02696 0.14693 -2.50385  -0.029
H -4.74220 -0.95754 0.20960  0.001
H -2.53537 -0.47444 1.22760  0.000
H -0.97813 0.76546 -2.40445  0.000
H -3.12361 0.32972 -3.56488  0.000


[3]
This record from OMol25 describes C32H32Cl3N2O4RuS2 as an isolated structure. The level of theory is ωB97M-V with the def2-TZVPD basis set.

Summary:
Relative energy (zero: lowest compared OMol25 entry of this formula, charge and spin)   0.0 kcal/mol
HOMO-LUMO gap   5.564 eV
Net charge   -1

Each line ends with the Mulliken charge.
Atoms and positions in Å:
Ru 0.07933 -0.03519 0.04679  -0.172
O 0.25390 -1.43285 4.00031  -0.697
C 0.70154 -0.79172 3.04065  0.261
O -0.03933 -0.17721 2.20114  -0.327
C 2.19928 -0.63585 2.92796  0.291
C 2.86173 -0.44283 4.14164  -0.665
C 4.22363 -0.21408 4.20693  -0.505
C 4.95368 -0.19646 3.02346  -0.458
C 4.31524 -0.41121 1.81770  -0.749
C 2.93154 -0.63812 1.72906  0.565
S 2.30130 -0.97488 0.11197  -0.499
H 2.26420 -0.48299 5.04342  0.373
H 4.70984 -0.05943 5.16245  0.350
H 6.02326 -0.02041 3.04149  0.340
H 4.88396 -0.41082 0.89589  0.379
Cl -2.61125 -2.55426 6.60771  -0.227
C -3.39497 -2.41448 5.06347  0.187
C -2.90602 -1.52343 4.12310  -1.403
C -3.56611 -1.42908 2.90868  0.533
C -4.67167 -2.22483 2.60118  -0.481
C -5.29195 -2.15268 1.21672  -0.532
C -4.51211 -2.99785 0.19796  -1.689
N -3.09539 -2.70779 0.23017  0.389
C -2.16503 -3.36200 1.01266  -0.741
C -1.01341 -2.65255 0.90676  -0.804
N -1.22221 -1.58950 0.05828  0.449
C -2.47385 -1.64833 -0.32937  -0.527
O -5.32567 -0.82046 0.72209  -0.138
C -6.31382 -0.02478 1.38141  -0.954
C -5.80033 1.34982 1.66594  -0.044
C -5.93773 2.41284 0.82789  0.774
Cl -6.70555 2.41671 -0.70944  -0.231
S -5.25580 3.85125 1.44723  -0.201
C -4.74151 3.03857 2.86381  -0.569
C -5.09290 1.72836 2.85002  -0.587
C -5.10269 -3.11879 3.56691  0.790
Cl -6.44669 -4.19696 3.24369  -0.260
C -4.48921 -3.21944 4.80516  -0.670
H -1.98939 -0.96778 4.29067  0.292
H -3.17452 -0.74736 2.16263  0.971
H -6.31472 -2.54399 1.24709  0.969
H -4.91120 -2.80715 -0.79887  0.441
H -4.64445 -4.05513 0.42491  0.408
H -2.41802 -4.24058 1.57905  0.415
H -0.05496 -2.81897 1.36437  0.658
H -2.96091 -0.96328 -0.99625  0.573
H -6.60278 -0.50138 2.32138  0.319
H -7.20163 0.03744 0.74485  0.584
H -4.19692 3.57075 3.62611  0.506
H -4.85365 1.03420 3.64281  0.458
H -4.84890 -3.92290 5.54191  0.468
C -1.38397 3.59344 0.99323  -0.542
O -0.60588 2.44245 0.68415  -0.277
C -1.11831 1.36558 0.05838  1.067
C -2.52496 1.50593 -0.46360  -1.177
H -1.62124 4.16953 0.09658  0.326
H -0.76528 4.19374 1.65628  0.305
H -2.30485 3.31571 1.50759  -0.002
H -2.89685 2.51952 -0.62544  0.505
H -3.19013 1.00570 0.25028  0.194
H -2.56614 0.96485 -1.40821  0.130
C 0.77012 -1.22529 -5.19303  -1.623
C -0.03979 -0.03778 -4.65282  2.103
C 0.57385 1.26581 -5.18319  -1.631
C -1.48540 -0.14901 -5.15842  -1.639
C -0.01425 -0.04162 -3.18043  -0.146
C 0.01956 -0.03235 -1.96249  -0.551
H 0.75970 -1.23539 -6.28766  0.381
H 0.35330 -2.16524 -4.82872  0.377
H 1.80348 -1.16445 -4.85051  0.366
H 0.56605 1.28099 -6.27764  0.374
H 1.60315 1.36594 -4.83735  0.383
H 0.01142 2.12605 -4.81677  0.377
H -1.51556 -0.15247 -6.25256  0.400
H -2.07962 0.69158 -4.79559  0.350
H -1.94336 -1.07003 -4.79372  0.338


Q: Look up the relative energy (zero: lowest compared OMol25 entry of this formula, charge and spin) of the third one.
A: 0.0 kcal/mol